{
  "formula": "C23H31N2O4ReS",
  "method": "the ωB97M-V functional and the def2-TZVPD basis",
  "lumo_ev": [-3.059, -4.755],
  "energy_ev": -48483.14958,
  "total_charge": 1,
  "s2": 0.76,
  "spin_multiplicity": 2,
  "e_homo_ev": [-10.95, -10.92],
  "largest_force_ev_per_a": 2.0,
  "gap_ev": [7.89, 6.17],
  "elements": ["H", "H", "C", "C", "O", "H", "H", "C", "C", "H", "H", "C", "H", "C", "H", "C", "C", "H", "C", "H", "C", "C", "H", "C", "O", "H", "C", "H", "H", "S", "H", "H", "C", "H", "H", "H", "H", "C", "C", "H", "N", "H", "H", "C", "H", "C", "C", "H", "C", "H", "O", "H", "H", "C", "H", "C", "H", "Re", "H", "O", "C", "N"],
  "coordinates": [[3.19568, -0.25031, 2.16891], [-3.26054, 1.26985, -2.54517], [2.12326, -1.90087, 5.30162], [-0.36641, -1.73380, -0.80012], [1.96012, -4.56826, 6.50717], [4.02918, -1.40273, 1.12492], [0.56678, -0.81772, -2.53325], [0.74109, 3.77176, -3.30234], [1.08013, -3.75849, 6.56705], [2.37922, 2.27712, -2.06259], [-3.59209, 2.05881, -4.09473], [2.05914, -0.81277, 4.44614], [2.95599, -0.24927, 4.23744], [1.47649, 2.39878, -1.46114], [0.58280, 4.71686, -2.77297], [2.06044, -0.91960, 0.51864], [-2.86482, -1.29876, -1.04807], [-1.14891, -2.77969, 5.28985], [3.35335, -0.54447, 1.14721], [-1.25426, -0.83541, 3.76998], [-1.53947, 3.68360, -4.16086], [-0.30859, -1.13602, 4.20326], [-2.54533, -2.72954, -3.30292], [-0.85469, 2.16178, -2.32294], [-0.50054, 1.98863, 0.77698], [-2.72463, -0.30675, -1.46063], [-0.15305, -1.97394, 0.56585], [-3.72805, 2.97170, -2.57881], [-0.42901, -3.05139, 7.50970], [0.69806, 1.00834, 2.83759], [-0.92990, -2.46313, 1.13973], [-1.87580, -3.16694, -0.93072], [0.84391, -0.41565, 3.87832], [1.61699, 3.17959, -0.71204], [-2.18841, 3.54325, -5.02472], [1.80324, 3.69960, -3.53607], [3.82489, 0.28038, 0.61463], [1.00852, -1.55964, 1.22591], [-3.16714, 2.19238, -3.10088], [-1.83115, 4.62413, -3.67976], [-1.76700, 2.56841, -3.24702], [-1.31136, -1.49157, -3.43100], [-3.77614, -1.73109, -1.46124], [1.84253, -0.69609, -0.83613], [0.12186, 4.58207, -5.19075], [-0.08655, 3.71733, -4.56183], [0.66219, -1.05862, -1.48406], [0.16166, 2.81760, -5.12942], [-1.68100, -2.19814, -1.40293], [-0.84048, -3.17493, -3.16724], [-1.24655, 1.35803, -1.43970], [1.11563, -1.74223, 2.28745], [-2.99074, -1.19945, 0.03126], [-1.57910, -2.41445, -2.91111], [1.32116, 1.44915, -0.93360], [-0.24810, -2.21904, 5.06717], [3.06469, -2.21269, 5.73530], [0.02754, 0.49069, 0.35289], [2.61412, -0.19930, -1.40762], [0.12184, -3.84567, 7.51406], [0.96803, -2.60278, 5.62248], [0.40924, 2.65141, -2.40717]],
  "forces_ev_per_a": [[0.0, 0.1, 0.3], [0.0, 0.0, 0.0], [0.0, 0.0, -0.1], [-0.7, 0.5, 0.3], [-0.1, 0.1, 0.0], [0.0, 0.0, 0.0], [-0.1, 0.0, 0.0], [0.0, -0.1, 0.0], [0.1, -0.2, 0.0], [0.2, 0.0, 0.3], [0.0, 0.0, 0.0], [-0.1, 0.1, 0.1], [0.1, 0.1, 0.0], [-0.1, -0.2, -0.3], [0.0, 0.0, 0.0], [-0.4, -0.1, 0.0], [0.0, 0.0, 0.1], [0.0, 0.0, 0.0], [0.2, -0.1, -0.1], [0.0, 0.0, 0.0], [0.0, 0.0, 0.0], [0.0, -0.1, 0.1], [0.0, -0.1, 0.0], [-0.6, 0.3, 0.0], [-0.6, 1.2, 0.1], [0.0, 0.1, 0.0], [0.1, 0.1, 0.4], [0.0, 0.0, 0.0], [0.0, -0.1, 0.0], [0.1, -0.6, -0.8], [0.0, 0.0, 0.0], [0.1, 0.0, -0.1], [-0.1, 0.1, 0.4], [-0.1, 0.1, -0.1], [0.0, 0.0, 0.0], [0.0, 0.0, 0.0], [0.0, 0.0, 0.0], [0.1, -0.3, -0.2], [0.0, 0.0, 0.1], [0.0, 0.0, 0.0], [0.1, 0.0, 0.1], [-0.1, 0.0, 0.0], [0.0, 0.0, 0.0], [0.4, -0.1, -0.3], [0.0, 0.0, 0.0], [0.0, 0.0, -0.1], [-0.4, 0.0, -0.2], [0.0, 0.0, 0.0], [0.1, -0.3, -0.3], [0.0, 0.0, 0.0], [0.9, -0.9, -0.4], [0.0, -0.1, -0.3], [0.0, 0.0, 0.0], [0.0, 0.1, 0.0], [0.3, 0.6, -0.3], [0.0, 0.0, -0.1], [0.0, 0.0, 0.0], [0.6, -1.0, 1.7], [0.0, 0.0, 0.0], [0.0, 0.1, -0.1], [0.0, 0.1, 0.0], [0.2, 0.4, -0.2]],
  "lowdin_charge": [0.037, 0.065, 0.008, -0.236, 0.142, 0.114, 0.134, -0.141, -0.485, 0.108, 0.098, -0.103, 0.102, -0.047, 0.141, -0.339, -0.050, 0.126, -0.009, 0.107, -0.149, -0.118, 0.089, -0.421, -0.497, 0.037, -0.065, 0.108, 0.113, 0.723, 0.145, 0.145, -0.686, 0.118, 0.128, 0.125, 0.100, -0.128, -0.007, 0.138, -0.070, 0.078, 0.094, -0.113, 0.128, -0.146, -0.075, 0.128, -0.363, 0.092, -0.113, 0.097, 0.085, -0.052, -0.011, -0.017, 0.132, 1.382, 0.137, 0.129, -0.140, -0.053]
}